Here is 2 unconnected molecules or ions with the total composition C2H7OS from the OMol25 dataset. Energies are from wB97M-V/def2-TZVPD.

Output
- Maximum force: 0.0427 Eh/bohr
- Orbital gap: 0.2195 Ha
- HOMO energy: -2.46 eV
- 2S+1: 1
- Relative energy (zero: lowest compared OMol25 entry of this formula, charge and spin): 207.6 kJ/mol
- Charge: -1
- E: -15069.2543 eV
- Molar mass: 79.14 Da
- LUMO level: 3.51 eV

Atoms and positions in Å:
C: -0.046 1.102 1.052
S: 1.581 1.563 1.858
H: -0.764 0.701 1.749
H: 0.329 0.373 0.309
H: -0.371 2.030 0.584
H: 2.542 0.752 1.371
C: -0.616 -1.310 -1.381
O: 0.639 -1.251 -0.886
H: -0.758 -1.057 -2.463
H: -1.374 -0.617 -0.907
H: -1.162 -2.286 -1.286

Atom charges from the Löwdin analysis, given in e for atoms 1 to 5:
1 C -0.45
2 S 0.52
3 H 0.01
4 H -0.02
5 H 0.01